#P
2 unconnected molecules or ions with the total composition C2H3Br2N3. Source: OMol25; level of theory: ωB97M-V with the def2-TZVPD basis set.

```
! wB97M-V def2-TZVPD RIJCOSX def2/J DEFGRID3
* xyz 0 1
C -0.6855 -0.3887 0.7615
C 0.1035 0.5946 -0.0092
N 0.1815 -1.5005 0.8683
N 1.2428 -1.2934 0.2524
N 1.2678 -0.0614 -0.2681
Br -2.4123 -1.0391 -0.2211
Br 0.0177 2.4440 0.2071
H -1.1277 -0.0560 1.6992
H -0.6374 1.0457 -2.4703
H 2.0495 0.2548 -0.8197
*
```

Values from the calculation:
- HOMO energy (alpha / beta): -0.3767 / -0.2966 hartree

---

#Q
A single C2H3Br2N3 molecule. Source: OMol25; level of theory: ωB97M-V with the def2-TZVPD basis set.

```
! wB97M-V def2-TZVPD RIJCOSX def2/J DEFGRID3
* xyz 0 1
Br 2.4793 -0.7000 0.3131
C 0.7324 -0.5431 -0.5803
N 0.5808 0.7486 -1.2091
N -0.1199 1.4432 -0.5286
C -0.6603 0.7498 0.5817
N -0.2899 -0.6414 0.4101
Br -1.7138 -1.8916 0.0702
H 0.8198 -1.3695 -1.3346
H -0.0800 1.1031 1.3511
H -1.7484 1.1010 0.9263
*
```

Values from the calculation:
- HOMO energy: -0.3604 hartree

---

Most stable: #Q